No. 1
Below is a cluster of 2 separate species, C10H12NO3 in total in a non-equilibrium geometry, with properties calculated with wB97M-V/def2-TZVPD.

Properties
* energy relative to the best compared isomer or geometry (same formula, charge and spin): 54.1 kcal per mole
* gap between HOMO and LUMO: 7.57 eV
* lowest unoccupied orbital energy: -5.23 eV
* total charge: +1

Structure (XYZ):
```
26
C10H12NO3 | the Open Molecules 2025 dataset | wB97M-V/def2-TZVPD
O -4.210 -3.081 0.201
C -3.116 -2.229 -0.290
C -2.377 -2.566 -1.715
N -1.247 -1.739 -1.694
C -1.059 -0.891 -0.419
C -1.806 -1.934 0.653
H -5.033 -2.727 -0.290
H -3.644 -1.205 -0.510
H -2.736 -3.323 -2.537
H -0.570 -1.713 -2.501
H 0.074 -0.895 -0.125
H -1.678 0.110 -0.341
H -1.169 -2.906 0.919
H -2.156 -1.499 1.682
C 1.235 2.603 0.942
C 2.051 3.545 0.458
C 3.437 3.227 0.061
O 4.184 4.089 -0.381
C 3.886 1.830 0.219
C 3.070 0.888 0.703
C 1.684 1.206 1.100
O 0.937 0.344 1.542
H 0.216 2.819 1.239
H 1.736 4.574 0.335
H 4.905 1.614 -0.078
H 3.385 -0.141 0.826
```

***

No. 2
Below is a cluster of 2 separate species, C6H12O in total in a non-equilibrium geometry, with properties calculated with wB97M-V/def2-TZVPD.

Properties
* energy relative to the best compared isomer or geometry (same formula, charge and spin): 68.6 kcal per mole
* gap between HOMO and LUMO: 9.76 eV
* lowest unoccupied orbital energy: 0.91 eV
* SMILES string: C=CCC(=C)C.O

Structure (XYZ):
```
19
C6H12O | the Open Molecules 2025 dataset | wB97M-V/def2-TZVPD
C 0.467 -1.946 -2.201
C 0.108 -0.690 -1.974
C -1.356 -0.432 -1.724
C -1.282 -0.450 -0.162
C -1.964 -1.400 0.456
C -0.662 0.697 0.542
H -0.154 -2.800 -2.361
H 1.510 -2.369 -2.213
H 0.795 0.156 -2.086
H -1.910 -1.339 -2.107
H -1.675 0.499 -2.119
H -1.807 -1.544 1.469
H -2.325 -2.336 -0.099
H -1.396 1.102 1.367
H -0.485 1.634 -0.124
H 0.228 0.301 1.081
O 3.436 3.122 3.785
H 4.250 3.043 3.287
H 3.608 4.002 4.000
```

***

No. 3
Below is the molecule C3H7NO, with properties calculated with wB97M-V/def2-TZVPD.

Properties
* energy relative to the best compared isomer or geometry (same formula, charge and spin): 34.2 kcal per mole
* gap between HOMO and LUMO: 10.37 eV
* lowest unoccupied orbital energy: 1.00 eV
* SMILES string: CNCC=O

Structure (XYZ):
```
12
C3H7NO | the Open Molecules 2025 dataset | wB97M-V/def2-TZVPD
C 1.742 0.084 0.157
N 0.440 -0.535 0.007
C -0.667 0.395 -0.024
C -1.979 -0.355 0.031
O -3.002 0.049 -0.452
H 1.902 0.952 -0.498
H 1.879 0.407 1.186
H 2.524 -0.627 -0.094
H 0.403 -1.123 -0.815
H -0.691 1.049 -0.904
H -0.630 1.035 0.863
H -1.923 -1.331 0.543
```